Record 1
{
  "formula": "C32H40As2HfO4PSTe",
  "method": "the ωB97M-V functional and the def2-TZVPD basis",
  "charge": 3,
  "e_tot_ha": -7070.6823,
  "species": ["H", "H", "H", "C", "H", "H", "C", "C", "C", "O", "C", "H", "Hf", "C", "C", "H", "C", "C", "P", "H", "C", "C", "C", "H", "C", "C", "H", "H", "O", "H", "H", "O", "H", "H", "Te", "C", "C", "H", "C", "H", "S", "H", "C", "H", "H", "C", "C", "H", "H", "C", "H", "H", "C", "H", "H", "H", "H", "H", "H", "C", "H", "C", "H", "C", "H", "C", "O", "C", "H", "C", "H", "H", "C", "C", "C", "As", "H", "H", "C", "H", "As", "H"],
  "coordinates": [[5.516, -0.608, -3.713], [-3.184, 0.858, 2.496], [7.051, -1.226, -3.089], [-1.918, -2.151, -0.638], [-4.138, -4.531, -1.553], [0.199, 0.420, 2.548], [-2.717, -3.285, -0.545], [-4.615, 3.978, -1.243], [-3.515, -2.890, -2.786], [4.016, -1.522, -1.627], [0.014, 3.612, 1.349], [-4.136, -3.187, -3.622], [0.465, 0.352, -0.503], [-2.712, -1.762, -2.890], [3.566, -1.731, 1.411], [2.741, 3.742, 3.361], [-3.043, 2.891, 0.202], [-2.009, -0.942, 2.153], [2.919, -0.696, -0.964], [-1.442, -0.742, 3.061], [0.475, 1.445, 2.331], [5.969, -1.369, -3.078], [-0.447, 4.049, -2.670], [3.854, -2.736, 1.111], [-0.335, 2.266, 1.532], [-1.916, -1.404, -1.813], [-2.987, 3.576, 2.256], [-1.081, 4.178, -1.795], [2.527, -1.312, 0.435], [1.301, -6.604, 2.805], [-3.331, 2.383, -1.879], [1.527, -0.898, -1.676], [2.804, -0.672, 3.117], [-2.705, -1.180, -3.802], [3.008, 1.635, -0.463], [2.991, -1.696, 2.795], [0.511, 2.337, -4.561], [0.529, 1.317, -4.941], [5.498, -1.253, -1.662], [-0.793, 4.710, -3.468], [-0.659, 2.391, -3.238], [-5.789, 5.518, -0.325], [-0.408, -3.682, 2.782], [0.994, -3.705, -0.326], [2.163, 1.373, 3.667], [1.119, 4.130, 2.001], [1.896, 3.319, 2.833], [5.921, -2.005, -1.004], [2.071, -2.278, 2.846], [-3.622, 3.025, -1.056], [-0.601, 4.260, 0.737], [3.705, -2.142, 3.488], [-4.426, 4.635, 1.073], [1.368, 5.177, 1.884], [-1.047, -3.091, 3.424], [1.485, 2.650, -4.189], [0.607, 4.217, -2.449], [-2.713, -3.892, 0.351], [4.420, -1.058, 1.305], [-2.767, 0.285, 1.669], [-2.710, -1.746, 2.376], [1.576, 1.986, 2.998], [-4.743, 5.261, 1.897], [0.917, -5.661, 2.439], [-0.162, -5.231, 4.243], [-3.516, -3.647, -1.621], [0.017, 1.533, -2.143], [-0.077, -3.264, 1.499], [-5.086, 4.086, -2.212], [-5.011, 4.779, -0.180], [-3.600, -0.008, 1.029], [5.660, -0.263, -1.236], [1.243, -5.234, 1.154], [0.750, -4.029, 0.679], [-3.437, 3.684, 1.276], [-0.774, -1.638, 0.818], [5.752, -2.356, -3.484], [-1.290, -0.515, -1.943], [0.095, -4.892, 3.249], [0.141, 3.010, -5.338], [-1.790, 1.519, 0.525], [1.872, -5.847, 0.522]],
  "atomic_forces_ev_per_a": [[0.017, -0.006, 0.012], [-0.029, -0.047, 0.079], [-0.020, -0.002, -0.017], [-0.011, -0.035, -0.064], [0.004, 0.017, 0.001], [-0.009, -0.032, -0.007], [-0.084, 0.010, -0.075], [0.040, -0.017, 0.016], [-0.005, 0.006, -0.030], [0.325, 0.087, -0.262], [0.186, -0.086, -0.026], [0.003, 0.008, 0.026], [0.028, 2.075, -1.110], [-0.048, -0.088, 0.051], [-0.031, 0.009, -0.109], [-0.023, 0.003, -0.015], [0.032, 0.221, -0.179], [-0.026, -0.068, 0.117], [-0.057, -0.307, -0.325], [-0.028, 0.007, 0.050], [0.094, 0.096, 0.160], [0.029, -0.009, -0.071], [0.121, 0.148, 0.060], [0.005, -0.014, -0.017], [0.190, 0.026, -0.050], [0.053, 0.046, -0.075], [0.013, -0.019, 0.013], [0.002, 0.035, -0.008], [0.066, -0.474, 0.621], [-0.008, 0.014, -0.012], [0.003, -0.048, 0.009], [0.520, -0.018, 0.204], [-0.024, -0.005, -0.002], [0.015, -0.013, 0.012], [0.658, 0.156, -0.031], [-0.056, -0.021, 0.069], [0.086, 0.050, -0.103], [0.028, 0.004, -0.012], [-0.155, 0.012, 0.022], [0.015, 0.007, 0.027], [-0.461, -0.160, -0.245], [0.009, -0.005, -0.004], [0.120, -0.179, 0.045], [-0.015, 0.023, -0.033], [-0.006, -0.028, -0.009], [0.076, 0.008, 0.030], [-0.013, 0.137, -0.027], [-0.005, -0.041, -0.006], [0.013, -0.016, 0.005], [-0.148, 0.128, 0.015], [-0.035, -0.010, 0.007], [0.008, 0.038, -0.015], [0.025, 0.002, 0.053], [0.003, -0.023, 0.015], [-0.030, 0.004, 0.017], [0.020, -0.014, -0.066], [-0.038, 0.072, 0.017], [0.017, -0.022, 0.021], [-0.002, 0.029, 0.018], [-0.121, 0.028, 0.092], [-0.040, -0.019, 0.065], [-0.088, -0.033, -0.036], [-0.016, -0.002, -0.024], [0.018, -0.004, -0.015], [0.007, 0.003, -0.020], [-0.012, -0.033, 0.011], [0.201, -0.380, 0.711], [0.141, -0.059, 0.125], [-0.002, 0.003, 0.015], [-0.011, 0.004, 0.002], [-0.046, -0.023, -0.013], [-0.019, 0.037, -0.016], [-0.007, 0.010, 0.019], [-0.004, -0.107, 0.054], [-0.178, 0.201, -0.128], [-0.754, -0.370, 0.079], [0.008, 0.010, 0.011], [-0.134, -0.093, -0.006], [-0.019, 0.051, 0.017], [0.052, -0.023, -0.008], [-0.423, -0.877, 0.268], [-0.010, 0.004, 0.011]]
}



Record 2
{
  "formula": "C2H7NOS",
  "method": "the ωB97M-V functional and the def2-TZVPD basis",
  "smiles": "NC=O.CS",
  "charge": 0,
  "relative_energy_ev": 1.213,
  "species": ["C", "N", "C", "H", "H", "H", "O", "S", "H", "H", "H", "H"],
  "coordinates": [[-1.373, -0.538, 1.698], [-0.195, 0.187, 1.701], [0.525, 0.577, -2.092], [-0.350, 0.290, -1.508], [0.514, 0.216, -3.113], [0.334, -0.160, 2.501], [-1.919, -1.182, 2.559], [1.958, -0.021, -1.210], [-2.018, -0.365, 0.793], [0.583, 1.662, -2.057], [1.734, -0.747, -0.049], [0.207, 0.081, 0.775]],
  "atomic_forces_ev_per_a": [[-2.462, 0.699, -1.012], [-0.905, -1.551, 0.618], [-0.846, 0.110, 1.257], [-0.324, -0.024, -0.567], [-0.098, -0.221, 0.063], [0.620, 0.404, -0.418], [1.164, 0.053, 0.669], [2.345, -0.489, 0.470], [0.901, 0.010, -0.117], [-0.043, 0.002, -0.193], [-0.897, 0.511, -1.188], [0.545, 0.496, 0.418]]
}



For each record above, in turn, the calculated max |F| values are 2.35 2.75 eV/Å.